{
  "formula": "C3H10NOS2",
  "method": "wB97M-V/def2-TZVPD",
  "species": ["C", "C", "C", "N", "O", "S", "S", "H", "H", "H", "H", "H", "H", "H", "H", "H", "H"],
  "coordinates": [[-0.8232, -0.9401, -0.3690], [-1.8439, 0.0712, -0.6677], [0.1413, -1.1416, -1.2092], [-1.6807, 1.1867, 0.2991], [3.7387, -0.2482, 1.4569], [1.1311, 1.2400, 1.4330], [2.1986, -0.2518, 0.7385], [3.8412, -1.1331, 1.6965], [-0.9000, -1.5893, 0.5401], [-2.8288, -0.2350, -0.4539], [-1.8182, 0.4470, -1.6947], [0.0036, -0.4683, -2.0710], [1.0748, -1.6198, -0.9973], [-0.6804, 1.5767, 0.4169], [-1.9095, 0.7909, 1.1537], [-2.3637, 1.8925, -0.0018], [2.7189, 0.4221, -0.2699]],
  "atomic_forces_ev_per_a": [[-0.8, -2.0, 1.8], [0.3, 0.2, -0.3], [0.6, 1.7, -1.8], [0.8, 2.0, -2.2], [-2.0, 2.2, -1.0], [0.4, 0.0, 0.8], [1.5, 0.9, 0.9], [0.7, -2.6, 1.1], [-0.1, 1.0, -0.5], [-1.3, -0.8, -0.1], [0.2, 0.0, 0.3], [1.0, -0.7, -0.1], [-0.2, -0.9, -0.5], [-1.1, -0.7, -0.5], [-0.7, -0.4, 2.5], [0.4, 0.2, 0.7], [0.1, -0.1, -1.0]],
  "e_lumo_ev": -3.83,
  "de_lowest_kcal_mol": 62.7,
  "largest_force_ev_per_a": 3.1,
  "charge": 1
}

{
  "formula": "C3H10NP",
  "method": "wB97M-V/def2-TZVPD",
  "species": ["C", "C", "C", "N", "P", "H", "H", "H", "H", "H", "H", "H", "H", "H", "H"],
  "coordinates": [[1.3004, 1.3246, -0.6362], [0.7434, -1.1588, 0.1745], [0.9909, 0.2685, 0.4153], [-1.6057, 0.9456, 0.5835], [-2.5219, 0.0067, -0.4732], [1.1799, 0.8372, -1.5557], [0.6224, 2.0741, -0.5977], [2.2774, 1.6180, -0.4110], [1.2257, -1.5276, -0.7372], [-0.3113, -1.1876, -0.0773], [0.8495, -1.9040, 1.0451], [1.1400, 0.5698, 1.4111], [-1.4636, 0.2464, 1.3683], [-1.5589, -1.0584, -0.9660], [-2.8680, -1.0548, 0.4565]],
  "atomic_forces_ev_per_a": [[0.1, -3.9, 1.5], [0.8, -0.7, 0.6], [-1.3, 0.3, -0.6], [1.5, -1.4, 1.0], [0.3, -1.3, 0.1], [0.3, -0.4, -1.7], [-1.9, 2.6, 0.4], [1.7, 0.9, -0.2], [0.1, -0.1, 0.2], [-0.7, -0.4, -0.4], [0.2, 1.4, -1.2], [0.0, 0.4, 1.2], [-0.1, 1.6, -0.5], [-0.5, 0.9, -0.1], [-0.4, 0.3, -0.4]],
  "e_lumo_ev": [-1.07, 0.11],
  "de_lowest_kcal_mol": 113.5,
  "largest_force_ev_per_a": 4.2
}

Calculated values (hartree) of E_tot for the records, taken in order: -1046.32601 -516.22904.